The ion C4H6BrN2 with charge +1 in a non-equilibrium geometry. Source: the OMol25 dataset; level of theory: the ωB97M-V functional and the def2-TZVPD basis.

ORCA input file:
```
! RIJCOSX wB97M-V def2-TZVPD def2/J DEFGRID3
* xyz 1 3
C -0.32 1.30 -0.25
C 0.93 1.56 -0.45
C 1.44 -1.05 -0.34
C -0.64 -0.07 0.34
N 2.02 -0.10 0.29
N 0.12 -1.18 -0.23
Br 3.87 0.09 0.32
H -1.16 1.98 -0.51
H 1.88 2.15 -0.26
H 2.01 -1.92 -0.65
H -0.43 -0.07 1.45
H -1.60 -0.34 0.21
H -0.35 -1.89 -0.75
*
```

Summary:
- Calculated total energy: -77253.667 eV
- Kohn-Sham gap (spin up / spin down): 6.34 / 5.70 eV
- <S²>: 2.030
- HOMO energy (spin up / spin down): -10.872 / -14.337 eV
- ΔE to the lowest compared entry with this formula, charge and spin: 66.0 kcal/mol


The molecule C6H16S2Si2 in a non-equilibrium geometry. Source: the OMol25 dataset; level of theory: the ωB97M-V functional and the def2-TZVPD basis.

ORCA input file:
```
! RIJCOSX wB97M-V def2-TZVPD def2/J DEFGRID3
* xyz 0 1
C -0.50 -2.40 -1.21
Si 0.75 -1.26 -0.36
C 2.34 -2.09 0.20
C 1.12 0.46 -1.14
C 0.83 1.74 -0.28
C -0.72 1.81 -0.29
Si -1.51 0.70 1.18
C -1.96 1.57 2.79
S -3.68 -0.11 0.29
S -0.07 -0.87 1.71
H -1.50 -2.03 -1.16
H -0.41 -2.60 -2.38
H -0.36 -3.34 -0.89
H 2.96 -1.58 0.92
H 2.24 -3.07 0.85
H 3.09 -2.52 -0.59
H 0.53 0.50 -1.99
H 2.28 0.52 -1.29
H 1.32 1.59 0.60
H 1.12 2.75 -0.81
H -0.89 2.88 -0.10
H -1.22 1.45 -1.14
H -2.60 2.33 2.74
H -2.52 0.90 3.62
H -1.09 2.01 3.37
H -3.20 0.30 -1.00
*
```

Summary:
- Calculated total energy: -43908.286 eV
- Kohn-Sham gap: 9.49 eV
- HOMO energy: -8.883 eV
- ΔE to the lowest compared entry with this formula, charge and spin: 54.3 kcal/mol
- SMILES: C[Si]1(C)CCC[Si@@](C)(S)S1


The molecule C4H4ClF3 in a non-equilibrium geometry. Source: the OMol25 dataset; level of theory: the ωB97M-V functional and the def2-TZVPD basis.

ORCA input file:
```
! RIJCOSX wB97M-V def2-TZVPD def2/J DEFGRID3
* xyz 0 1
C 0.76 0.05 0.73
C -0.05 1.14 -0.13
C -1.17 0.17 -0.76
C 0.47 -1.24 -0.06
F 0.81 1.60 -1.06
F 1.28 -1.54 -1.06
F 0.09 -2.36 0.53
Cl -2.55 -0.16 0.25
H 1.68 0.36 1.08
H 0.19 -0.04 1.69
H -0.34 1.93 0.54
H -1.18 0.09 -1.76
*
```

Summary:
- Calculated total energy: -24884.401 eV
- Kohn-Sham gap: 8.93 eV
- HOMO energy: -8.474 eV
- ΔE to the lowest compared entry with this formula, charge and spin: 65.5 kcal/mol


A cluster of 10 separate species, C50H91Br2ClN13O12 in total in a non-equilibrium geometry. Source: the OMol25 dataset; level of theory: the ωB97M-V functional and the def2-TZVPD basis.

ORCA input file:
```
! RIJCOSX wB97M-V def2-TZVPD def2/J DEFGRID3
* xyz 1 1
C 4.84 1.91 0.55
C 3.46 2.55 -0.12
Br 3.43 4.54 -0.43
C 2.31 1.62 -0.47
Br 0.66 2.36 -1.33
C 2.54 0.01 -0.08
C 3.39 -0.93 -1.17
C 4.01 -0.35 -2.60
O 3.39 0.61 -3.33
O 5.25 -0.95 -3.10
C 6.29 0.06 -3.37
C 6.90 -0.32 -4.88
C 5.68 -0.06 -5.94
Cl 7.14 -2.20 -4.83
C 3.57 -2.52 -0.73
C 4.32 -3.67 -1.65
C 2.97 -3.01 0.72
N 2.24 -2.07 1.70
C 1.80 -2.73 3.01
C 3.00 -2.64 4.17
N 3.22 -1.23 4.68
N 4.35 -3.14 3.66
N 2.64 -3.58 5.34
C 1.97 -0.59 1.37
C 1.18 0.36 2.44
C -0.36 0.76 2.03
O -0.62 2.07 1.78
C -1.63 -0.27 1.92
C -1.95 -1.51 2.99
C -3.26 -2.52 2.85
C -4.36 -2.36 1.62
C -4.09 -1.11 0.57
C -2.77 -0.09 0.71
H 5.50 1.37 -0.29
H 4.64 1.15 1.41
H 5.46 2.82 0.96
H 7.20 -0.10 -2.62
H 5.94 1.17 -3.29
H 7.90 0.24 -5.12
H 4.98 -1.02 -5.93
H 6.06 0.11 -7.06
H 5.05 0.86 -5.54
H 4.20 -4.75 -1.21
H 5.48 -3.40 -1.72
H 3.90 -3.55 -2.74
H 3.12 -4.15 1.03
H 0.82 -2.23 3.42
H 1.55 -3.88 2.85
H 2.92 -1.11 5.67
H 4.20 -0.90 4.51
H 4.67 -2.39 2.98
H 4.23 -4.00 3.05
H 3.10 -4.49 5.07
H 3.26 -3.22 6.13
H 1.81 1.37 2.53
H 1.14 -0.07 3.54
H -1.24 -1.72 3.91
H -3.48 -3.41 3.61
H -5.26 -3.12 1.54
H -4.83 -0.94 -0.33
H -2.70 0.77 -0.11
C -6.99 -5.17 4.45
C -7.20 -4.71 3.03
O -6.27 -4.62 2.23
N -8.47 -4.39 2.65
C -9.67 -4.43 3.44
H -5.93 -5.39 4.61
H -7.29 -4.38 5.15
H -7.56 -6.08 4.64
H -8.53 -4.09 1.68
H -10.38 -5.11 2.96
H -10.10 -3.42 3.46
H -9.49 -4.76 4.46
C 5.77 2.79 -10.77
C 6.09 1.46 -10.15
O 7.23 1.16 -9.80
N 5.07 0.57 -9.99
C 3.68 0.73 -10.34
H 6.68 3.39 -10.84
H 5.38 2.64 -11.78
H 5.05 3.33 -10.16
H 5.36 -0.30 -9.56
H 3.08 0.62 -9.43
H 3.41 -0.05 -11.04
H 3.48 1.71 -10.79
C -3.95 -0.67 6.25
C -2.70 -1.38 6.69
O -2.07 -2.13 5.94
N -2.26 -1.16 7.96
C -2.84 -0.32 8.98
H -4.18 -0.94 5.21
H -4.79 -0.98 6.88
H -3.80 0.41 6.30
H -1.41 -1.67 8.19
H -2.10 0.43 9.27
H -3.08 -0.95 9.84
H -3.75 0.18 8.63
C -11.06 -6.65 -1.93
C -10.38 -6.02 -0.74
O -10.06 -4.83 -0.74
N -10.13 -6.80 0.34
C -10.44 -8.20 0.52
H -11.19 -5.91 -2.72
H -10.44 -7.46 -2.32
H -12.04 -7.03 -1.64
H -9.68 -6.30 1.10
H -11.09 -8.30 1.39
H -9.50 -8.73 0.72
H -10.92 -8.63 -0.35
C -3.88 3.63 3.91
C -4.64 3.23 5.13
O -4.08 2.82 6.15
N -6.00 3.33 5.10
C -6.83 3.78 4.01
H -2.80 3.50 4.08
H -4.17 3.01 3.06
H -4.06 4.69 3.68
H -6.45 3.04 5.96
H -7.41 4.64 4.37
H -7.52 2.97 3.75
H -6.25 4.07 3.14
C 8.03 6.61 -9.62
C 6.58 6.94 -9.39
O 5.91 7.59 -10.21
N 6.00 6.51 -8.24
C 6.60 5.75 -7.17
H 8.35 7.03 -10.58
H 8.64 7.06 -8.83
H 8.16 5.53 -9.65
H 5.02 6.77 -8.15
H 6.05 4.81 -7.06
H 6.52 6.33 -6.25
H 7.65 5.52 -7.37
C -1.57 -2.71 12.23
C -3.02 -2.38 12.46
O -3.69 -1.74 11.65
N -3.60 -2.82 13.62
C -3.00 -3.58 14.68
H -1.25 -2.30 11.27
H -0.96 -2.27 13.02
H -1.44 -3.80 12.20
H -4.58 -2.56 13.70
H -3.55 -4.51 14.79
H -3.08 -3.00 15.60
H -1.95 -3.81 14.49
C -5.44 -0.31 -3.74
C -4.09 -0.74 -3.23
O -3.49 -0.09 -2.37
N -3.55 -1.88 -3.73
C -4.10 -2.76 -4.73
H -5.75 0.61 -3.25
H -5.39 -0.13 -4.82
H -6.18 -1.09 -3.53
H -2.64 -2.10 -3.34
H -4.19 -3.76 -4.28
H -3.40 -2.81 -5.57
H -5.07 -2.43 -5.09
C 11.13 10.26 -6.95
C 10.13 9.69 -7.92
O 10.41 8.77 -8.68
N 8.87 10.23 -7.93
C 8.36 11.30 -7.12
H 12.08 9.74 -7.05
H 11.29 11.32 -7.16
H 10.77 10.13 -5.92
H 8.26 9.79 -8.61
H 7.50 10.92 -6.56
H 8.02 12.10 -7.79
H 9.10 11.69 -6.43
*
```

Summary:
- Calculated total energy: -249848.634 eV
- Kohn-Sham gap: 4.84 eV
- HOMO energy: -9.614 eV
- ΔE to the lowest compared entry with this formula, charge and spin: 291.5 kcal/mol


A cluster of 2 separate species, C3H5Cl3 in total in a non-equilibrium geometry. Source: the OMol25 dataset; level of theory: the ωB97M-V functional and the def2-TZVPD basis.

ORCA input file:
```
! RIJCOSX wB97M-V def2-TZVPD def2/J DEFGRID3
* xyz 0 3
C 1.71 0.33 1.08
C -1.26 -0.88 -0.50
C -0.57 0.49 -0.71
Cl -1.50 -1.32 1.10
Cl -1.41 1.85 -0.20
Cl 0.41 0.71 -2.11
H 1.76 1.27 0.53
H 1.34 0.19 2.09
H 2.27 -0.57 0.74
H -2.23 -0.59 -0.99
H -0.52 -1.49 -1.02
*
```

Summary:
- Calculated total energy: -40755.078 eV
- Kohn-Sham gap (spin up / spin down): 8.48 / 10.04 eV
- <S²>: 2.008
- HOMO energy (spin up / spin down): -7.742 / -10.949 eV
- ΔE to the lowest compared entry with this formula, charge and spin: 13.1 kcal/mol


The molecule C5H9N3O in a non-equilibrium geometry. Source: the OMol25 dataset; level of theory: the ωB97M-V functional and the def2-TZVPD basis.

ORCA input file:
```
! RIJCOSX wB97M-V def2-TZVPD def2/J DEFGRID3
* xyz 0 1
O 3.24 -0.43 -0.41
N 2.25 -0.07 0.72
C 1.40 0.55 -0.01
N 0.25 1.00 0.48
C -0.73 1.34 -0.36
C -1.84 0.04 -0.37
C -0.93 -1.14 -0.73
C -1.25 -0.81 0.74
N -0.15 -0.13 1.32
H 3.63 -1.10 0.13
H 1.57 1.23 -0.90
H -0.08 1.54 -1.40
H -1.12 2.27 0.18
H -2.80 0.17 -0.60
H 0.11 -0.97 -1.39
H -1.30 -2.07 -1.18
H -1.76 -1.44 1.47
H -0.50 0.02 2.33
*
```

Summary:
- Calculated total energy: -11841.252 eV
- Kohn-Sham gap: 9.39 eV
- HOMO energy: -8.502 eV
- ΔE to the lowest compared entry with this formula, charge and spin: 188.1 kcal/mol
- SMILES: O/N=C/N1C[C@H]2C[C@H]2N1


A structure of composition C4H14O7Pt in a non-equilibrium geometry. Source: the OMol25 dataset; level of theory: the ωB97M-V functional and the def2-TZVPD basis.

ORCA input file:
```
! RIJCOSX wB97M-V def2-TZVPD def2/J DEFGRID3
* xyz -2 3
Pt 0.30 0.02 -0.21
O 0.11 1.59 -1.84
C 1.36 1.66 -2.39
C 2.55 1.09 -1.60
O 2.34 -0.12 -0.95
H 1.71 2.69 -2.67
H 1.34 1.14 -3.39
H 2.81 1.85 -0.83
H 3.42 1.03 -2.30
O -1.50 0.13 0.86
C -1.93 -1.05 1.47
C -3.43 -1.17 1.79
O -4.31 -0.90 0.81
H -1.36 -1.18 2.43
H -1.66 -1.94 0.86
H -3.66 -0.55 2.71
H -3.51 -2.22 2.21
O 1.38 -1.51 1.49
H 1.94 -2.22 1.18
H 1.96 -0.90 1.94
O -0.55 -1.28 -1.83
H -1.44 -0.91 -1.87
H -0.25 -1.39 -2.74
O 0.89 1.83 1.31
H 1.23 1.73 2.21
H 0.28 2.57 1.33
*
```

Summary:
- Calculated total energy: -21947.155 eV
- Kohn-Sham gap (spin up / spin down): 3.90 / 3.85 eV
- <S²>: 2.007
- HOMO energy (spin up / spin down): 0.990 / 0.920 eV
- ΔE to the lowest compared entry with this formula, charge and spin: 0.0 kcal/mol